40
Properties=species:S:1:pos:R:3:forces:R:3 method="wB97M-V/def2-TZVPD" de_lowest_ev=0.010 smiles=ClCCl.ClCCl.ClCCl.ClCCl.ClCCl.ClCCl.ClCCl.ClCCl
Cl 1.15372 -2.31170 1.11013 -0.055 -0.156 0.137
C 0.02459 -3.18340 2.17205 -0.150 -0.017 -0.069
Cl -0.40620 -4.78281 1.53017 0.073 0.264 0.099
H 0.48310 -3.31317 3.14394 0.157 -0.036 -0.048
H -0.87549 -2.58519 2.26381 -0.034 -0.027 -0.137
Cl 2.38725 -0.92864 -2.52450 -0.181 -0.359 -0.035
C 3.64370 0.14582 -3.10243 0.308 0.042 -0.084
Cl 3.40731 1.80433 -2.55420 -0.026 0.224 0.011
H 4.59396 -0.20271 -2.71946 0.050 -0.025 0.006
H 3.64005 0.14096 -4.18383 -0.041 0.003 -0.068
Cl -0.47617 -0.18249 4.40191 -0.111 -0.067 0.007
C 0.18642 1.41722 4.74441 0.450 -0.182 -0.001
Cl -0.97921 2.71193 4.48555 -0.047 0.058 0.051
H 0.52255 1.41791 5.77366 -0.163 0.131 0.082
H 1.03622 1.57443 4.08857 -0.067 0.032 -0.089
Cl 5.24317 3.49186 0.89590 0.087 0.216 -0.002
C 4.33094 1.99967 0.80767 -0.159 -0.428 -0.066
Cl 4.23964 1.15741 2.36410 -0.040 0.022 0.057
H 3.32130 2.20516 0.47399 -0.050 0.127 0.093
H 4.81541 1.32906 0.10902 0.092 0.046 -0.005
Cl -3.19607 -0.07672 -4.42782 0.041 0.052 -0.023
C -1.43380 -0.19841 -4.45555 -0.067 -0.146 -0.113
Cl -0.87968 -1.85161 -4.11596 0.028 0.050 0.043
H -1.09071 0.05810 -5.44771 0.037 0.067 -0.053
H -1.03340 0.46069 -3.69804 0.054 -0.014 0.016
Cl 0.39995 1.42867 1.26310 -0.010 0.125 -0.106
C 0.38769 0.66993 -0.34057 -0.020 0.132 0.131
Cl -0.23308 1.75942 -1.59336 0.070 -0.012 0.117
H 1.40755 0.41172 -0.59365 -0.070 0.014 0.024
H -0.24327 -0.20642 -0.27898 -0.065 -0.034 -0.076
Cl -5.16286 -1.41745 -1.88250 -0.255 -0.007 0.036
C -3.52566 -2.03609 -1.69718 0.232 0.365 -0.288
Cl -3.34606 -3.05261 -0.28550 0.081 -0.436 0.253
H -3.25725 -2.60179 -2.58088 -0.102 -0.068 0.021
H -2.86022 -1.18420 -1.59858 -0.034 0.023 0.081
Cl -3.17470 -0.48520 1.91205 0.057 0.083 -0.063
C -3.22410 1.28143 1.80591 -0.277 -0.017 0.131
Cl -3.43872 1.83223 0.13710 0.098 -0.037 0.087
H -4.07879 1.61923 2.37950 -0.027 -0.004 -0.017
H -2.30908 1.68339 2.21816 0.136 -0.006 -0.141

---

13
Properties=species:S:1:pos:R:3:forces:R:3 method="wB97M-V/def2-TZVPD" de_lowest_ev=2.812
C 1.03463 1.02574 -0.33839 -3.304 -0.079 0.000
C -1.37963 0.90248 -0.21649 -4.857 -2.768 -3.690
C -1.59026 -0.58437 0.24585 -0.024 -1.264 2.786
N -0.10388 1.29558 -0.22611 3.682 1.058 -0.365
Si 2.30858 -0.28665 0.03262 2.239 -0.154 -1.410
S -0.27206 -1.67625 -0.23675 0.826 0.561 -0.016
H -1.89984 0.83233 -1.28375 1.798 0.753 1.551
H -2.11655 1.41926 0.31216 -0.347 1.647 1.206
H -1.65295 -0.50005 1.43698 -0.039 -0.457 -2.369
H -2.54925 -1.09900 -0.14064 1.257 1.607 0.495
H 3.65079 0.50771 -0.46011 -1.543 -0.834 0.788
H 2.48669 -1.61246 -0.55727 0.075 -0.040 -0.113
H 2.08373 -0.22431 1.43190 0.237 -0.029 1.137

---

17
Properties=species:S:1:pos:R:3:forces:R:3 method="wB97M-V/def2-TZVPD" de_lowest_ev=3.750 smiles="C=CO.C#C.C=C"
C 0.93109 1.07062 -1.42169 -0.030 0.111 0.137
C 0.49967 1.72020 -0.34357 -0.139 -0.110 -0.299
O 1.24739 2.12568 0.71625 0.251 -0.079 -0.048
H 1.97769 0.80600 -1.56113 -0.131 0.055 0.048
H 0.22549 0.76711 -2.18608 0.082 0.093 0.115
H -0.54413 1.97393 -0.19539 0.178 -0.049 -0.033
H 2.16470 1.85914 0.56775 -0.072 0.099 0.038
C -2.32261 -0.22217 0.06853 -0.290 0.464 -0.186
C -2.88484 0.77556 -0.29854 0.181 -0.443 0.159
H -1.77894 -1.08668 0.38813 -0.139 0.207 -0.093
H -3.36543 1.67136 -0.62374 0.011 -0.151 0.047
C 1.10723 -1.55285 0.57089 -0.122 -0.126 0.068
C 0.16112 -2.34931 1.05533 0.177 0.056 -0.034
H 1.47514 -0.69805 1.13386 -0.067 -0.167 -0.048
H 1.53594 -1.70614 -0.41632 -0.080 -0.015 0.164
H -0.22750 -3.18876 0.48289 0.102 0.087 0.087
H -0.27445 -2.18160 2.03806 0.088 -0.031 -0.123

---

11
Properties=species:S:1:pos:R:3:forces:R:3 method="wB97M-V/def2-TZVPD" charge=-1 de_lowest_ev=0.222 smiles="O=C([O-])CCO"
O 0.01713 -1.70486 0.90319 0.562 0.208 0.150
C -0.56293 -0.59315 0.88999 -1.271 -1.362 -0.528
O -1.77402 -0.40036 1.14038 0.042 0.626 0.224
C 0.24911 0.57152 0.33519 -0.230 0.643 0.222
C 0.19990 0.60856 -1.18883 1.595 -0.048 -0.457
O 1.45100 1.21536 -1.73042 -1.422 -0.134 0.112
H 1.25500 0.36829 0.71633 0.241 0.197 -0.420
H -0.10710 1.51398 0.75453 0.044 0.056 0.004
H 0.21839 -0.41993 -1.54784 -0.442 -0.040 -0.097
H -0.59107 1.19755 -1.64694 -0.291 -0.209 0.360
H 1.99988 1.03650 -0.98351 1.173 0.064 0.430

---

37
Properties=species:S:1:pos:R:3:forces:R:3 method="wB97M-V/def2-TZVPD" charge=-1 de_lowest_ev=0.406 multiplicity=2
Cl 3.99788 2.19309 -2.35105 0.414 0.059 0.049
C 4.82082 0.62350 -2.14105 -0.243 -0.578 -0.754
C 5.96359 0.38384 -3.18045 -0.204 0.236 1.047
Cl 7.38860 1.45158 -2.89646 -0.095 0.089 0.149
H 4.00575 -0.09323 -2.24130 0.130 -0.229 -0.678
H 5.05000 0.45352 -1.08905 0.787 0.574 -0.133
H 5.71140 0.57634 -4.22325 -0.496 -0.084 0.321
H 6.37896 -0.61908 -3.08194 -0.343 -0.033 0.035
Cl -1.30379 2.58121 1.01232 -0.214 0.421 -0.457
C -0.26459 3.11112 2.33187 -0.957 1.884 0.624
C 0.35741 4.54678 2.18089 1.004 -1.546 0.028
Cl 1.56705 4.50617 0.84740 -0.122 0.389 0.331
H 0.35701 2.23822 2.53124 0.686 0.699 0.010
H -0.90965 3.30675 3.18845 -0.276 -0.610 0.174
H 0.84121 4.76332 3.13333 0.654 -0.379 -0.062
H -0.24693 5.44972 2.09375 -0.785 -0.711 -0.716
Cl -4.64418 2.19881 2.91880 0.578 -0.540 -0.124
C -3.93751 0.55859 2.55143 -0.885 -0.179 -0.926
C -4.07431 0.16116 1.07496 0.743 0.986 0.709
Cl -5.75278 -0.10785 0.66215 -0.925 -0.465 -0.238
H -4.60169 -0.13718 3.06415 0.434 0.051 0.449
H -2.88805 0.46106 2.82936 -0.183 0.404 0.248
H -3.46338 -0.73619 0.97680 -0.260 -0.061 -0.415
H -3.75852 0.94143 0.38246 0.428 -0.185 0.240
Cl -3.26248 -2.74666 -1.89334 -0.088 0.024 0.374
C -2.06356 -4.00371 -2.25158 0.356 -0.453 -0.986
C -1.45445 -4.71460 -1.04824 -0.232 1.246 -0.565
Cl -2.65864 -5.75955 -0.32424 -0.568 -0.606 0.540
H -1.31088 -3.52256 -2.87611 0.260 0.062 0.384
H -2.56324 -4.70532 -2.91954 -0.055 -0.151 0.204
H -1.18190 -3.93759 -0.33405 0.322 -0.322 0.147
H -0.61252 -5.34463 -1.33513 0.012 0.310 -0.012
C 0.87234 -0.83172 0.44631 0.829 0.472 0.505
Cl 1.81915 -0.11275 1.74738 1.239 0.590 2.591
Cl 1.37284 0.15928 -0.87438 0.143 1.306 -3.023
Cl 1.30635 -2.54370 0.22449 0.990 -2.865 -0.586
Cl -0.85728 -0.74918 0.86361 -3.076 0.194 0.516

---

9
Properties=species:S:1:pos:R:3:forces:R:3 method="wB97M-V/def2-TZVPD" de_lowest_ev=4.369
C -0.63141 0.07466 1.26565 0.781 -1.391 -1.347
C -0.19988 -1.11286 1.58946 -0.524 0.073 -0.139
Si 0.47060 0.97834 -1.69008 -1.827 -2.119 0.572
Cl -0.52541 -1.82793 3.22016 0.260 0.298 -1.120
Cl 2.36801 1.00994 -1.13813 1.237 0.352 0.038
Cl 0.18768 -0.64607 -3.03077 0.197 0.952 0.594
Cl -0.38733 2.63187 -2.44196 0.114 0.490 -0.286
H -1.47950 0.65512 1.42592 -0.712 1.371 0.728
H 0.19723 -1.76306 0.79975 0.474 -0.026 0.961